Record 1
The following is a quantum chemistry calculation of a molecular structure, C35H37N3OPdSiTe at a distorted geometry, from the OMol25 dataset.

ORCA input file:
```
! wB97M-V def2-TZVPD RIJCOSX def2/J DEFGRID3
* xyz 2 1
Pd -0.04522 0.76836 0.31243
C 5.36617 -0.70673 0.08231
Si 4.99364 1.09412 0.30947
C 5.58835 2.12607 -1.09467
C 5.58314 1.68937 1.94684
C 3.14443 1.19844 0.32723
C 1.91770 1.19519 0.32711
H 6.43942 -0.90366 0.19321
H 5.06613 -1.05594 -0.91766
H 4.83296 -1.30069 0.83834
H 6.68223 2.07570 -1.18262
H 5.30751 3.17544 -0.94619
H 5.15508 1.78277 -2.04254
H 6.67606 1.59700 2.01887
H 5.13385 1.09488 2.75324
H 5.31699 2.74200 2.09917
C 0.31612 6.71556 0.04864
N 0.09044 5.29918 -0.22435
C -0.01007 4.69838 -1.54461
C -0.30824 3.26127 -1.18215
O -0.45194 2.36769 -1.99249
N -0.36305 3.12270 0.17655
C -0.12457 4.34976 0.67618
N -0.11584 4.59138 1.98282
H 0.51930 7.21771 -0.89116
H 1.17780 6.85821 0.69885
H -0.56259 7.18062 0.49623
H 0.92680 4.76599 -2.09648
H -0.80598 5.13380 -2.15159
H -0.32116 3.84725 2.62136
H 0.03581 5.51414 2.34388
Te -1.90908 -0.00843 -1.44262
C -3.66295 0.84695 -0.64032
C -4.74209 1.03122 -1.49896
C -5.98176 1.38149 -0.97264
C -6.13534 1.54257 0.39889
C -5.04483 1.38285 1.24569
C -3.80273 1.03771 0.72641
C -2.65713 -1.93939 -1.01431
C -2.95612 -2.34741 0.28211
C -3.51505 -3.60188 0.50069
C -3.79448 -4.43947 -0.57909
C -3.50485 -4.02535 -1.87118
C -2.91791 -2.77964 -2.09062
H -4.62796 0.89370 -2.56831
H -6.82933 1.51037 -1.63731
H -7.10809 1.79439 0.80911
H -5.16344 1.51087 2.31629
H -2.96024 0.92315 1.38584
H -2.76568 -1.69012 1.12395
H -3.75097 -3.92244 1.51413
H -4.25432 -5.40850 -0.40851
H -3.73016 -4.66947 -2.71669
H -2.68450 -2.46547 -3.10370
C 0.98356 -4.82873 -3.22503
C 0.37747 -4.85310 -1.96658
C 0.46573 -3.75654 -1.14132
C 1.20320 -2.63162 -1.56426
C 1.81820 -2.62021 -2.83534
C 1.69202 -3.70745 -3.66606
C 1.46416 -1.53368 -0.71906
C 0.83934 -1.15390 0.41889
C 0.48540 -1.57004 1.70607
C 1.03684 -2.73052 2.30959
C 0.67999 -3.05903 3.59565
C -0.20574 -2.23531 4.29689
C -0.74824 -1.06863 3.72378
C -0.40409 -0.75102 2.44434
H 0.89726 -5.69532 -3.87552
H -0.16669 -5.73388 -1.64241
H -0.00585 -3.76999 -0.16139
H 2.38145 -1.74561 -3.14839
H 2.15188 -3.70131 -4.64980
H 2.24421 -0.84775 -1.03591
H 1.73801 -3.34415 1.74547
H 1.08177 -3.95177 4.06326
H -0.46576 -2.48890 5.32087
H -1.42545 -0.44220 4.28907
H -0.78093 0.16708 1.97206
*
```

Computed properties:
- Max |F|: 0.06290 hartree/bohr
- Gap between HOMO and LUMO (spin up / spin down): 5.155 / 5.154 eV
- LUMO (spin up / spin down): -8.3 / -8.3 eV



Record 2
The following is a quantum chemistry calculation of 8 unconnected molecules or ions with the total composition C35H38F7I2N2O21 at a distorted geometry, from the OMol25 dataset.

ORCA input file:
```
! wB97M-V def2-TZVPD RIJCOSX def2/J DEFGRID3
* xyz 1 1
C 1.36428 -2.42235 1.99093
C 0.88214 -1.45901 0.83849
C -0.62044 -1.50482 0.68434
C -1.37780 -2.39904 -0.02424
N -2.73354 -2.06581 0.07140
C -2.77274 -0.96915 0.83593
C -4.12450 -0.36401 1.07613
C -4.67271 -0.09480 2.33908
C -5.92631 0.50776 2.52884
C -6.65918 0.85598 1.38124
C -6.14942 0.56856 0.09757
C -4.89385 -0.03707 -0.07234
N -1.55695 -0.58660 1.22563
C -1.39988 0.62404 2.03963
I -0.04103 0.36750 3.71321
C -1.09346 1.93175 1.21636
C -2.31223 2.90568 1.39678
I -0.86540 1.62338 -0.90437
H 0.69521 -2.39789 2.86434
H 2.37355 -2.09099 2.30054
H 1.42218 -3.47031 1.64430
H 1.37406 -1.83292 -0.07956
H 1.28271 -0.45455 1.05426
H -1.03251 -3.24840 -0.61611
H -3.51912 -2.53942 -0.35804
H -4.07635 -0.34575 3.22823
H -6.24607 0.68533 3.55961
H -7.62832 1.35583 1.48815
H -6.74089 0.82173 -0.79234
H -4.48891 -0.24563 -1.06909
H -2.37669 0.79338 2.51735
H -0.21160 2.45467 1.62606
H -3.14921 2.46627 0.81223
H -2.65135 2.93167 2.44792
H -2.10684 3.90868 0.99219
C -2.12618 -4.46563 2.46377
C -2.08043 -4.79082 3.92890
O -1.83177 -6.18175 3.93860
C -1.12819 -6.44680 2.79501
O -0.52519 -7.44392 2.59506
O -1.20512 -5.40471 1.91710
F -3.28033 -4.55678 4.52235
H -3.11457 -4.62860 2.02668
H -1.81371 -3.44377 2.25610
H -1.29375 -4.27516 4.47551
C 2.13288 4.18261 -3.64952
C 2.73980 3.19321 -2.69525
O 3.66816 3.97640 -1.97401
C 3.16443 5.25092 -1.96705
O 3.53329 6.10921 -1.23909
O 2.18289 5.39651 -2.89325
F 3.41350 2.21379 -3.35696
H 2.72065 4.29567 -4.56161
H 1.10814 3.93039 -3.91927
H 2.02729 2.74097 -2.00199
C 7.31514 2.80058 -5.05481
C 7.02072 2.18282 -6.39424
O 5.61288 2.32264 -6.49701
C 5.29025 3.42934 -5.77461
O 4.24766 3.99842 -5.85220
O 6.30317 3.80629 -4.96226
F 7.33273 0.86672 -6.41091
H 7.19849 2.09108 -4.23379
H 8.30982 3.23782 -5.00341
H 7.50041 2.68248 -7.23832
C 1.39680 -3.95354 7.98575
C 0.12248 -4.64589 7.58119
O 0.07652 -4.41551 6.18095
C 1.37819 -4.31509 5.77367
O 1.73227 -4.39922 4.64296
O 2.21046 -4.12021 6.82273
F -0.95533 -4.06282 8.15533
H 1.24885 -2.88908 8.17722
H 1.86235 -4.40653 8.85817
H 0.10491 -5.71970 7.77660
C 2.33880 4.06440 -8.57123
C 1.83552 3.36636 -9.80427
O 0.53158 2.96533 -9.42427
C 0.10445 3.88071 -8.50380
O -1.02394 4.01424 -8.16676
O 1.13998 4.62148 -8.02858
F 2.57025 2.26088 -10.08065
H 2.77671 3.37462 -7.84854
H 3.06506 4.84208 -8.79837
H 1.78058 3.99917 -10.69264
C 1.23776 5.14894 5.92143
C -0.24055 4.93603 5.73902
O -0.46334 3.69874 6.38747
C 0.48551 3.61162 7.37177
O 0.44121 2.84710 8.27393
O 1.47787 4.51915 7.17973
F -0.56277 4.80451 4.42426
H 1.82818 4.65363 5.14784
H 1.50990 6.20189 5.95129
H -0.86725 5.70552 6.19395
C -2.59136 -5.49044 -4.06847
C -1.23175 -5.42851 -3.42776
O -1.51950 -4.90157 -2.14087
C -2.79052 -5.30301 -1.84289
O -3.25954 -5.27376 -0.75074
O -3.44086 -5.74216 -2.94401
F -0.41654 -4.56812 -4.08015
H -2.87602 -4.54519 -4.53427
H -2.67146 -6.28459 -4.80714
H -0.73537 -6.39501 -3.32397
*
```

Computed properties:
- Max |F|: 0.05483 hartree/bohr
- Gap between HOMO and LUMO: 9.350 eV
- LUMO: -2.9 eV



Record 3
The following is a quantum chemistry calculation of a molecular structure, C35H38F9N2OP2PdSi2 at a distorted geometry, from the OMol25 dataset.

ORCA input file:
```
! wB97M-V def2-TZVPD RIJCOSX def2/J DEFGRID3
* xyz 1 1
Pd -0.22986 0.79021 -0.87725
C 4.12814 -1.93459 -1.14825
Si 2.61404 -1.12929 -1.99455
C 1.57354 -2.40619 -2.96885
C 3.07794 0.41261 -3.01435
N 1.50434 -0.53739 -0.77505
P 1.50764 -0.48979 0.82645
C -0.09256 -0.49299 1.51755
P -1.67536 -0.64749 0.80255
N -1.67496 -0.71139 -0.79975
Si -3.03826 -0.78149 -1.89945
C -2.75196 -2.20299 -3.13685
C -2.93046 0.96651 -2.65965
C -4.65866 -1.07909 -0.93935
C -2.53536 0.81491 1.50875
C -1.80546 2.00771 1.49515
C -2.37656 3.19111 1.92745
C -3.67666 3.19031 2.41035
C -4.39126 2.00351 2.46975
C -3.82896 0.81871 2.01585
C -2.32336 -2.22039 1.44155
C -2.84956 -2.32659 2.72135
C -3.32556 -3.55099 3.16005
C -3.24546 -4.66439 2.33985
C -2.66736 -4.56659 1.08415
C -2.20336 -3.34569 0.63155
C 2.28054 -1.98329 1.48765
C 1.73294 -3.19899 1.09025
C 2.31494 -4.37799 1.51705
C 3.43054 -4.33309 2.34135
C 3.95714 -3.11949 2.75325
C 3.37844 -1.93449 2.33065
C 2.32514 0.97801 1.51135
C 1.76354 1.63511 2.60115
C 2.37894 2.76241 3.11415
C 3.56114 3.22121 2.55295
C 4.11854 2.56371 1.46755
C 3.50054 1.44581 0.93875
H 4.91814 -2.11329 -1.86985
H 3.87844 -2.89199 -0.70075
H 4.54104 -1.30709 -0.36295
H 2.00014 -2.60929 -3.94555
H 0.56344 -2.02609 -3.11535
H 1.50884 -3.35349 -2.43905
H 3.80954 0.17541 -3.77895
H 3.48684 1.20311 -2.39045
H 2.19404 0.80831 -3.50645
H -1.78336 -2.14959 -3.62355
H -3.50696 -2.17289 -3.91545
H -2.83676 -3.17079 -2.65165
H -1.88556 1.19421 -2.92645
H -3.28866 1.70571 -1.94385
H -3.52556 1.07021 -3.55825
H -4.53816 -1.86169 -0.19315
H -5.44116 -1.40089 -1.61845
H -5.01066 -0.18099 -0.43845
H -0.76066 2.01361 1.15075
H -1.80766 4.10981 1.89275
H -4.12046 4.11171 2.75335
H -5.39296 2.00121 2.87055
H -4.39876 -0.09639 2.05875
H -2.89256 -1.45589 3.35935
H -3.75836 -3.63839 4.14415
H -3.63266 -5.61199 2.67865
H -2.57946 -5.43999 0.45785
H -1.76406 -3.24769 -0.35105
H 0.87054 -3.20009 0.43625
H 1.90614 -5.32709 1.20435
H 3.88984 -5.25389 2.66555
H 4.82214 -3.09499 3.39775
H 3.78234 -0.97849 2.63215
H 0.85074 1.25431 3.04145
H 1.93064 3.28581 3.94525
H 4.04494 4.09791 2.95865
H 5.03594 2.92381 1.02695
H 3.92584 0.92791 0.09105
F -1.44216 3.80731 -3.06965
C -0.84716 3.98081 -1.89445
F -1.45216 3.09881 -1.04755
F -1.16546 5.18961 -1.46075
C 0.68484 3.66491 -1.91145
O 0.95034 2.47721 -1.37515
C 1.14234 3.70071 -3.39995
F 0.74044 4.78011 -4.06685
F 0.63374 2.62391 -4.01885
F 2.46284 3.62631 -3.51055
C 1.42534 4.75601 -1.08945
F 1.44654 5.94681 -1.68195
F 2.68124 4.38601 -0.86175
F 0.83734 4.89431 0.10725
*
```

Computed properties:
- Max |F|: 0.04669 hartree/bohr
- Gap between HOMO and LUMO (spin up / spin down): 6.055 / 6.051 eV
- LUMO (spin up / spin down): -5.8 / -5.8 eV



Record 4
The following is a quantum chemistry calculation of a molecular structure, C35H38FGaN3O3Si at a distorted geometry, from the OMol25 dataset.

ORCA input file:
```
! wB97M-V def2-TZVPD RIJCOSX def2/J DEFGRID3
* xyz 1 1
C 0.72112 2.05937 1.31140
C 1.16936 2.31190 -0.01671
C 0.02045 2.52376 -0.83358
H 2.20884 2.35190 -0.32645
C -1.13830 2.40047 -0.01185
C -0.70764 2.11268 1.31310
H -1.35892 1.99454 2.17002
H 1.35710 1.89211 2.17304
H 0.02526 2.75069 -1.89616
H -2.17340 2.51344 -0.31563
Ga -0.11329 -1.26388 -0.11147
C -0.58981 -0.81447 -1.90786
H -1.48340 -0.17740 -1.89602
H -0.80328 -1.71670 -2.49060
H 0.21605 -0.25818 -2.40600
Si -0.47608 -1.90899 -5.75253
C 1.24012 -1.74930 -6.42373
C 1.90910 -0.52906 -6.23222
H 1.39262 0.30947 -5.75553
C 3.23994 -0.37843 -6.64093
H 3.75242 0.56916 -6.46579
C 3.90991 -1.43762 -7.26511
H 4.95270 -1.32083 -7.57260
C 3.23534 -2.64582 -7.49242
H 3.75918 -3.46916 -7.98583
C 1.90482 -2.80184 -7.08328
H 1.37647 -3.74077 -7.26881
C -1.48978 -0.48890 -6.37630
C -1.30528 0.12862 -7.62937
H -0.56185 -0.25635 -8.33410
C -2.06155 1.25765 -7.97931
H -1.88901 1.75553 -8.93757
C -3.03266 1.75690 -7.10121
H -3.61454 2.64382 -7.36754
C -3.25831 1.10927 -5.87905
H -4.02033 1.48879 -5.19472
C -2.50864 -0.01889 -5.52841
H -2.69685 -0.53606 -4.58351
H -0.48888 -2.14042 -4.29483
H -1.10798 -3.12830 -6.31156
F -0.14641 1.97934 6.00953
C -0.11588 0.62600 5.74910
C -0.17014 0.24078 4.42439
C 0.05325 -1.11492 4.08016
C 0.13151 -1.56686 2.72378
O -0.46736 -0.91034 1.74143
C 0.81689 -2.76957 2.48661
C 1.02345 -3.64894 3.54323
N 0.70674 -3.34291 4.83301
C 0.86868 -4.31261 5.83969
C 0.96156 -5.76635 5.49148
C 2.19439 -5.03277 5.88268
C 0.34130 -2.02387 5.14378
C 0.33499 -1.61044 6.48438
C 0.06585 -0.26978 6.83000
N -0.01630 0.09779 8.17918
C 0.95022 -0.44587 9.12799
C 0.27722 -0.73407 10.45882
N -0.40262 0.51226 10.87588
C -1.36709 1.10571 9.92700
C -0.62197 1.33914 8.61642
C 1.12434 -3.26875 1.10637
O 1.14670 -4.46328 0.86338
O 1.41210 -2.31338 0.20023
H -0.33939 0.96102 3.63451
H 1.41774 -4.64073 3.36174
H 0.34767 -4.10761 6.76964
H 0.57315 -6.45707 6.23773
H 0.84934 -6.04693 4.44983
H 2.90793 -4.81382 5.08382
H 2.60892 -5.24916 6.86962
H 0.53390 -2.32350 7.28728
H 1.76875 0.28934 9.28462
H 1.38711 -1.35482 8.71063
H -0.49582 -1.50360 10.39599
H 1.00459 -1.00225 11.22533
H -0.87078 0.36014 11.76822
H 0.32606 1.21820 11.00654
H -1.73530 2.04612 10.34354
H -2.19089 0.39271 9.82995
H 0.16916 2.10135 8.78397
H -1.31737 1.69661 7.85149
*
```

Computed properties:
- Max |F|: 0.04843 hartree/bohr
- Gap between HOMO and LUMO: 3.441 eV
- LUMO: -3.7 eV



Record 5
The following is a quantum chemistry calculation of a molecular structure, C35H38FN3NiO3Si at a distorted geometry, from the OMol25 dataset.

ORCA input file:
```
! wB97M-V def2-TZVPD RIJCOSX def2/J DEFGRID3
* xyz 0 3
C 3.04615 -0.65166 1.12423
C 3.55163 -1.95649 0.85240
C 4.19530 -1.92504 -0.44112
H 3.57977 -2.80049 1.52974
C 4.08733 -0.57304 -0.94198
C 3.39869 0.20342 0.01547
H 3.25891 1.26872 -0.02983
H 2.58547 -0.32728 2.04659
H 4.78284 -2.72513 -0.88904
H 4.56183 -0.22150 -1.84838
Ni 1.99910 -1.55916 -0.66483
C -1.14491 -3.68425 -3.93416
H -1.88848 -2.96476 -3.40673
H -0.77145 -3.68273 -5.02325
H -2.14077 -3.83093 -4.40899
Si 2.38447 -3.12108 -1.86041
C 1.78242 -4.86870 -1.91851
C 2.31976 -5.34921 -0.68952
H 2.56998 -4.63428 0.10657
C 2.62294 -6.70053 -0.51279
H 3.11529 -7.02272 0.40668
C 2.27283 -7.63159 -1.50487
H 2.50160 -8.67910 -1.35293
C 1.61150 -7.20353 -2.65598
H 1.30260 -7.94049 -3.40925
C 1.34692 -5.83291 -2.87240
H 0.85574 -5.52472 -3.80263
C 3.12812 -2.74639 -3.51958
C 3.94859 -3.81398 -4.01569
H 3.68244 -4.82622 -3.74886
C 5.07734 -3.50637 -4.77463
H 5.72555 -4.32515 -5.07652
C 5.36077 -2.19363 -5.12812
H 6.25436 -1.97069 -5.71244
C 4.48493 -1.14262 -4.77983
H 4.69464 -0.13223 -5.09760
C 3.34372 -1.42171 -4.02010
H 2.63200 -0.63309 -3.77581
H -0.89353 -4.62263 -3.47996
H -0.71875 -2.75223 -3.72484
F 0.72167 4.54189 3.13267
C -0.24760 3.82425 2.46325
C 0.17638 2.84401 1.59324
C -0.76826 1.95819 1.03513
C -0.33943 0.93884 0.06359
O 0.76060 0.97961 -0.53174
C -1.32256 -0.08325 -0.21128
C -2.63556 0.14975 0.07429
N -3.07960 1.25126 0.76646
C -4.47015 1.43985 0.92241
C -5.40884 0.90330 -0.10718
C -5.32777 0.26299 1.23192
C -2.13394 2.11182 1.35374
C -2.54059 3.13241 2.23780
C -1.61020 4.04989 2.76904
N -2.05960 5.12431 3.56074
C -2.99763 4.81719 4.62158
C -3.83573 6.03589 4.99483
N -2.88634 7.13287 5.27140
C -1.98852 7.49696 4.15095
C -1.18431 6.25255 3.81462
C -0.97074 -1.26631 -1.10697
O -1.79992 -1.47956 -2.02853
O 0.04690 -1.96012 -0.85520
H 1.22850 2.74511 1.33727
H -3.40896 -0.52460 -0.27135
H -4.77279 2.39382 1.36200
H -6.29018 1.51632 -0.31119
H -5.00096 0.35629 -0.96253
H -4.85301 -0.71854 1.29261
H -6.16148 0.44061 1.91592
H -3.59239 3.24686 2.49277
H -2.45571 4.46347 5.52769
H -3.66019 4.00608 4.29855
H -4.48760 6.36944 4.18615
H -4.42651 5.85345 5.89293
H -3.40065 7.96682 5.56362
H -2.27929 6.82414 6.02230
H -1.33580 8.30829 4.47658
H -2.61819 7.84010 3.32823
H -0.50199 6.02223 4.65535
H -0.58874 6.45764 2.91626
*
```

Computed properties:
- Max |F|: 0.09017 hartree/bohr
- Gap between HOMO and LUMO (spin up / spin down): 2.750 / 5.248 eV
- LUMO (spin up / spin down): -0.4 / -0.4 eV